282
Properties=species:S:1:pos:R:3:forces:R:3 method="wB97M-V/def2-TZVPD" orbital_gap_ev=8.33 total_charge=+4
C -9.7104 6.1277 -4.1965 0.63 -1.07 -1.77
C -8.3652 5.8188 -5.0272 -1.25 0.10 1.09
C -7.2126 6.8426 -4.8792 -0.63 0.35 0.75
C -6.5586 6.9110 -3.4520 -0.35 -0.60 -1.83
C -6.0505 5.5207 -3.0781 1.37 0.94 0.00
C -7.0980 4.4266 -3.0923 2.14 -1.41 -1.75
N -7.9153 4.5427 -4.4409 1.32 -0.35 0.41
O -8.0592 3.5492 -5.0500 -0.38 -0.43 -0.23
C -8.0217 4.5342 -1.9499 -1.90 -1.42 1.71
C -6.2709 3.0179 -3.1890 -0.47 2.66 0.64
C -8.8059 5.6480 -6.4570 -0.79 0.31 0.09
H -9.5527 6.5889 -3.2817 0.46 0.79 1.72
H -10.3237 5.2218 -4.0641 0.36 0.25 -0.10
H -10.2723 6.8022 -4.8117 -0.30 0.37 -0.35
H -7.7176 7.8092 -5.0750 0.57 -0.36 -0.20
H -6.4797 6.6114 -5.6731 -0.19 0.29 0.38
H -7.2861 7.2938 -2.7740 -0.53 0.28 0.70
H -5.7718 7.6572 -3.5464 0.21 -0.20 0.32
H -5.5619 5.4858 -2.0731 -0.47 0.09 -0.61
H -5.2307 5.2976 -3.7883 -0.39 -0.18 0.23
H -8.5536 5.4891 -1.9077 0.55 0.02 0.19
H -7.4533 4.3515 -0.9506 -1.05 0.19 -1.80
H -8.8839 3.7921 -2.1174 1.32 0.65 0.74
H -6.9405 2.2013 -3.1513 -0.59 -0.96 0.51
H -5.6098 3.1366 -2.3046 -0.32 -0.66 -0.51
H -5.6741 2.8981 -4.1026 -0.15 0.52 0.24
H -9.6979 5.0374 -6.6030 0.08 -0.07 0.31
H -8.0754 5.3226 -7.1517 1.03 -0.45 -0.42
H -9.0764 6.6518 -6.7469 -0.16 0.35 -0.29
C -2.8766 -8.2190 -8.1480 0.47 2.02 1.14
C -1.6930 -7.1466 -8.2478 -1.30 -0.42 0.52
C -1.9976 -5.6849 -7.8416 -1.45 0.58 -2.96
C -2.2320 -5.4407 -6.4020 -0.89 1.02 0.62
C -1.0382 -5.8617 -5.6234 2.15 -0.62 1.51
C -0.6804 -7.3772 -5.7897 -1.00 -0.04 -0.53
N -0.7330 -7.7004 -7.2948 1.56 0.80 1.36
O 0.1328 -8.3765 -7.6990 0.70 -0.90 -0.46
C -1.7830 -8.2784 -5.2204 -0.51 -1.48 0.06
C 0.6860 -7.7889 -5.2134 -0.70 0.55 0.46
C -1.1147 -7.2932 -9.5913 -0.31 -0.36 -2.04
H -3.5311 -8.1133 -8.9968 -0.44 0.44 -0.03
H -3.3417 -8.0716 -7.1470 -0.20 -0.60 -1.38
H -2.3887 -9.1543 -8.2833 0.14 -1.05 0.32
H -2.8931 -5.4110 -8.4887 0.67 -0.43 0.96
H -1.2660 -4.9688 -8.2818 0.16 -0.78 0.54
H -3.0707 -6.0157 -6.0263 -0.41 -0.14 -0.13
H -2.5478 -4.3705 -6.2324 0.69 -1.01 -0.08
H -1.2104 -5.8441 -4.5245 0.21 0.61 -0.66
H -0.0881 -5.2875 -5.8480 -1.17 -0.33 0.28
H -1.6237 -8.3656 -4.1243 -0.44 0.24 -0.70
H -1.7057 -9.3091 -5.6400 0.45 0.48 0.46
H -2.8286 -8.0610 -5.5253 0.85 0.56 0.97
H 0.6153 -7.4855 -4.1461 0.13 -0.45 -0.60
H 1.4819 -7.1779 -5.6210 0.18 0.04 -0.27
H 0.9279 -8.8557 -5.3329 -0.28 0.45 0.11
H -1.7959 -6.7994 -10.2955 -0.30 -0.62 0.04
H -0.9043 -8.3540 -9.8878 -0.32 1.14 0.16
H -0.2595 -6.6857 -9.7437 1.36 0.29 0.21
C -1.0486 5.8967 2.2017 -1.58 0.57 1.88
C 0.0793 6.0323 1.2567 0.78 -1.03 -0.19
C 0.2390 7.4272 0.7429 -2.84 0.73 0.55
C 1.4704 7.7464 0.0195 2.25 -0.76 1.93
C 2.6021 7.5565 1.0772 0.30 1.82 -0.03
C 2.7059 6.1536 1.5935 0.55 -0.98 -0.23
N 1.3326 5.6667 2.0002 0.71 -0.15 0.44
O 1.2742 4.9181 2.9106 -0.21 0.04 -0.01
C 3.5947 6.1364 2.8236 1.69 1.95 -1.02
C 3.1839 5.1412 0.4950 0.05 0.25 0.12
C -0.0313 4.9736 0.1778 -0.84 0.47 -1.25
H -1.2744 4.8245 2.4882 0.46 1.37 -0.06
H -1.9787 6.2214 1.6504 0.96 -0.10 0.74
H -0.8216 6.6130 3.1116 -0.90 -1.61 -1.47
H -0.0349 8.0320 1.6253 1.04 0.48 -0.18
H -0.6227 7.7069 0.1288 -0.18 -0.71 -0.28
H 1.4402 8.7793 -0.2120 0.16 0.83 -1.00
H 1.6614 7.0388 -0.7879 -0.20 0.59 -0.42
H 2.4380 8.2872 1.9532 0.12 -1.04 -1.24
H 3.6239 7.7838 0.6973 -0.74 0.02 0.04
H 3.7782 5.2045 3.2681 -0.25 -1.33 0.73
H 3.2612 6.9210 3.4969 -0.25 -0.32 0.52
H 4.6321 6.5166 2.5384 -1.32 -0.49 -0.10
H 4.1575 5.4871 0.1417 0.06 0.10 0.27
H 2.5481 5.1541 -0.3966 0.05 -0.28 0.44
H 3.3091 4.1241 0.9021 -0.33 0.38 -0.20
H 0.4463 5.3279 -0.7479 0.52 -0.85 0.49
H -1.0836 5.1255 -0.1191 0.03 -0.91 0.28
H 0.2240 3.9460 0.5260 -0.26 0.86 -0.61
C 0.1067 -4.0273 1.9317 0.81 0.89 -0.50
C 0.0696 -5.5515 1.8548 -0.61 -0.07 -0.27
C -1.2596 -6.0901 1.2510 -0.17 -0.19 -0.26
C -1.1980 -7.5092 0.6645 1.67 0.64 1.92
C -0.0481 -7.6248 -0.3081 1.38 1.17 -0.27
C 1.4187 -7.1745 0.2093 -2.58 0.02 0.93
N 1.3136 -5.9142 1.0159 -1.46 0.07 1.03
O 2.2100 -5.1718 1.1603 0.88 -0.44 -0.77
C 2.3891 -6.9464 -0.8624 0.82 -0.29 -0.58
C 1.8296 -8.2614 1.1771 1.61 0.38 -0.35
C 0.2653 -6.1756 3.2378 -0.36 0.85 1.04
H -0.8078 -3.6660 2.3798 -0.53 -0.01 -0.35
H 0.2662 -3.6550 0.8667 -0.50 -0.17 1.57
H 0.8888 -3.5681 2.6019 -0.45 -0.90 -0.76
H -1.7698 -5.4237 0.5763 0.59 0.66 -0.68
H -1.9872 -6.1273 2.0486 0.03 0.06 0.64
H -2.1092 -7.7314 0.1689 -0.86 -0.35 -0.30
H -1.0896 -8.1293 1.5822 -0.07 -0.36 -0.97
H -0.2466 -6.9639 -1.1516 -0.11 -0.06 -0.21
H 0.1044 -8.6331 -0.6853 -0.05 -0.09 -0.02
H 2.2080 -6.0421 -1.4048 0.05 0.54 -0.17
H 2.2620 -7.7494 -1.5570 0.00 -0.60 -0.59
H 3.4073 -7.0082 -0.5006 0.25 0.21 0.07
H 1.1360 -8.4320 1.9499 -0.95 -0.52 0.60
H 2.8014 -8.0873 1.6453 0.04 0.13 -0.15
H 1.9351 -9.0773 0.4862 0.03 -0.90 0.23
H -0.6285 -5.8269 3.8191 0.96 -0.06 -0.31
H 1.1916 -5.7882 3.7027 -0.49 -0.26 -0.11
H 0.2238 -7.2522 3.3211 0.14 -0.24 -0.32
C -0.7493 -2.1099 7.1224 0.47 0.70 0.33
C -0.6132 -0.5608 7.2667 -0.73 -1.58 -0.60
C -0.3132 -0.0060 5.9239 0.89 0.23 -1.83
N -0.0714 1.4927 5.9040 -0.74 1.17 0.04
C -0.0770 2.0581 4.4635 0.46 1.46 0.37
C -1.4153 2.0872 3.7477 -0.48 -0.83 1.04
C -2.3761 2.9037 4.6382 -0.52 0.19 -0.51
C -2.4795 2.3576 6.0552 1.74 -1.87 -0.04
C -1.0744 2.2689 6.7696 -0.86 1.22 -0.85
C 1.2593 1.7437 6.5439 -0.51 2.38 -0.83
H -1.5718 -2.2767 6.4764 -0.75 -0.45 -0.90
H -1.0587 -2.4628 8.0853 0.07 -0.55 0.56
H 0.1352 -2.6994 6.7613 -0.60 0.94 0.36
H 0.2214 -0.3864 7.8908 0.71 0.44 1.07
H -1.5405 -0.1471 7.7066 0.50 -0.43 -0.18
H -0.9871 -0.2417 5.1087 -0.89 0.06 0.40
H 0.5991 -0.4918 5.5054 -0.12 0.63 0.52
H 0.7337 1.5390 3.9890 0.12 -0.25 -0.51
H 0.1885 3.1473 4.5322 0.34 -1.00 0.41
H -1.7596 1.0539 3.6282 -0.31 0.24 -0.06
H -1.3751 2.5060 2.7304 0.40 0.01 0.44
H -3.3834 2.8822 4.1884 0.42 0.23 0.08
H -2.0431 3.9681 4.6740 -0.23 -0.60 -0.08
H -2.9187 1.3391 6.0658 0.42 0.14 -0.41
H -3.1837 2.8609 6.6546 -0.51 1.25 0.83
H -1.1508 1.7648 7.7323 0.10 0.18 -0.13
H -0.6497 3.3200 6.9528 -0.48 -1.58 -0.47
H 2.0011 1.2338 5.9268 0.14 -0.10 0.66
H 1.0661 1.4811 7.5815 0.96 -0.24 -0.02
H 1.4376 2.8864 6.4782 -0.09 -1.95 0.14
C 6.2025 2.9930 6.3833 -1.04 0.20 -0.40
C 6.1068 1.7061 5.5823 -0.74 -0.77 -0.01
C 6.9624 0.5513 6.0997 -0.52 0.96 0.51
N 6.6252 -0.8312 5.6512 -0.35 -1.15 -1.23
C 6.4670 -0.9487 4.1476 -0.35 0.27 0.01
C 6.3023 -2.3316 3.5795 -1.06 -1.20 0.23
C 7.4417 -3.2203 3.9821 0.41 -0.08 -0.50
C 7.7264 -3.1338 5.4553 -0.04 2.40 -0.28
C 7.7939 -1.7095 5.9988 0.49 0.16 -0.33
C 5.2753 -1.2683 6.1829 1.07 -2.09 1.32
H 5.4921 3.7028 5.8936 1.10 -0.16 -0.05
H 7.2454 3.3474 6.4434 -0.67 0.13 0.14
H 5.7013 2.9032 7.3327 0.48 -0.24 0.87
H 6.3835 1.9861 4.6140 0.65 0.09 -1.79
H 5.0584 1.3901 5.4328 0.31 0.17 0.48
H 6.7139 0.4875 7.1376 0.40 0.06 1.02
H 8.0385 0.7407 5.9990 -0.32 -0.22 -0.19
H 7.3282 -0.5074 3.7140 1.01 0.54 -0.34
H 5.6387 -0.3344 3.9075 -0.82 0.71 -0.44
H 6.1464 -2.2970 2.4902 0.38 0.36 0.31
H 5.4146 -2.8901 3.9113 -0.28 0.78 0.19
H 8.2954 -2.9494 3.3743 0.56 -0.10 0.05
H 7.2006 -4.2581 3.8028 0.05 -0.29 -0.48
H 8.6892 -3.4926 5.6534 1.28 -1.09 0.50
H 6.9973 -3.6360 5.9916 -1.24 -1.49 1.14
H 8.6495 -1.2391 5.5143 -0.04 0.24 -0.09
H 8.0036 -1.6171 7.0587 -0.31 -0.31 0.28
H 5.2026 -2.4237 6.0876 -0.09 2.24 -0.04
H 4.5572 -0.7243 5.6189 -0.82 0.06 -0.47
H 5.1526 -1.0222 7.2534 0.39 -0.05 -0.50
C 2.6184 -0.7534 0.0364 -0.07 -0.43 1.67
C 1.0787 -0.5411 0.2552 1.55 -2.65 -0.62
C 0.5591 -0.4840 -1.1896 -1.08 0.82 1.61
N -0.9958 -0.3325 -1.1723 1.02 0.93 -1.58
C -1.3929 0.0531 -2.5911 -0.02 0.41 -0.74
C -2.9209 -0.0348 -2.7734 0.30 0.44 0.80
C -3.3962 -1.4614 -2.4432 -1.21 1.15 -0.89
C -3.0448 -1.7615 -0.9817 -0.10 -0.23 -0.95
C -1.5312 -1.6761 -0.9157 -0.15 -1.25 0.16
C -1.3964 0.8069 -0.2746 1.55 1.01 -1.08
H 2.7284 -1.6921 -0.5304 0.22 0.30 0.16
H 3.2209 -0.8242 0.9994 -0.96 -0.02 -1.00
H 3.0649 0.0645 -0.5003 0.06 0.40 -0.43
H 0.8369 0.3441 0.7728 0.07 1.04 0.67
H 0.7345 -1.4362 0.8730 0.07 1.23 -0.94
H 0.7477 -1.4110 -1.7333 0.18 0.35 -0.18
H 0.9982 0.4510 -1.6075 -0.52 -0.80 -0.29
H -0.9712 -0.6899 -3.3025 0.23 0.37 0.70
H -0.9312 1.0585 -2.8150 -0.60 -1.01 0.30
H -3.1629 0.2567 -3.8038 0.01 0.01 0.30
H -3.3960 0.6606 -2.0480 0.00 -0.18 -0.76
H -2.9248 -2.1120 -3.2098 -0.13 -0.19 0.84
H -4.4994 -1.4920 -2.6403 0.80 -0.14 0.31
H -3.4315 -2.7511 -0.7625 0.48 -0.37 0.32
H -3.5609 -1.1093 -0.2778 0.20 0.31 -0.11
H -1.1529 -2.2880 -1.7677 -0.06 0.27 0.94
H -1.0761 -2.0134 0.0130 -0.29 -0.12 0.05
H -2.4012 1.1572 -0.4703 0.12 -0.09 -0.04
H -0.6128 1.5923 -0.5159 -1.21 -0.52 0.15
H -1.2649 0.6095 0.7596 -0.11 -0.79 0.85
C 8.9172 3.4420 -6.3191 -0.51 1.21 -0.37
C 7.6833 2.6149 -5.9173 0.26 1.35 -0.73
C 7.5587 2.6972 -4.4402 0.65 -1.43 0.40
N 6.6056 1.6729 -3.8256 -0.12 -0.68 -1.42
C 7.1557 0.2622 -4.0387 0.92 1.19 -1.24
C 6.3608 -0.7559 -3.2866 -0.27 0.03 -0.81
C 6.2315 -0.4263 -1.8206 0.75 -1.33 0.36
C 5.7589 0.9746 -1.5619 0.34 -0.85 -1.70
C 6.5417 1.9671 -2.3938 -1.19 -1.13 0.31
C 5.2634 1.7675 -4.5309 0.57 0.02 0.67
H 9.8391 3.0147 -5.9356 0.06 -0.06 0.13
H 8.7905 4.4788 -5.9070 0.33 -0.85 -0.25
H 9.0434 3.5819 -7.4104 -0.27 -0.32 0.57
H 7.7442 1.6345 -6.3113 0.13 -1.03 -0.36
H 6.7770 3.0836 -6.2763 -0.03 0.07 -0.82
H 7.1211 3.6570 -4.2553 0.17 0.61 0.83
H 8.5838 2.5267 -4.0238 -1.09 0.33 0.33
H 8.1879 0.3039 -3.6019 -0.65 -0.07 -0.70
H 7.1705 0.1203 -5.1925 0.14 -0.06 2.22
H 6.9335 -1.6579 -3.4303 -0.05 -0.63 0.10
H 5.4048 -0.8965 -3.7775 -0.30 -0.17 0.02
H 7.2356 -0.5549 -1.4401 0.48 -0.01 0.50
H 5.6403 -1.2404 -1.3593 -0.01 0.72 0.04
H 5.8287 1.2581 -0.5567 0.04 0.37 1.55
H 4.7464 0.9634 -1.8494 -1.50 0.67 -0.19
H 7.5364 1.9914 -2.0960 1.95 0.06 0.81
H 6.1341 2.9200 -2.2769 -0.73 1.66 0.09
H 4.8663 2.7369 -4.3081 -0.44 0.43 0.20
H 4.5574 0.9923 -4.2183 0.38 0.29 0.06
H 5.4951 1.7096 -5.5716 -0.19 -0.32 -0.61
C -7.2407 -0.2349 4.4692 0.45 -1.17 0.35
N -7.1599 0.3484 3.1086 -0.10 -1.14 -0.61
C -8.5185 0.6853 2.6682 -1.92 -0.25 1.37
C -6.2520 1.4888 3.1861 -0.78 2.30 -0.45
C -6.5717 -0.6851 2.1712 0.55 0.67 -0.36
C -5.8451 -0.0491 1.0127 -0.94 0.00 -0.89
O -6.6976 0.8274 0.2810 -1.23 -1.66 0.63
H -6.2260 -0.2667 4.8589 0.04 0.05 0.09
H -7.5866 -1.2898 4.4360 -0.15 0.84 -0.11
H -7.8551 0.3920 5.1005 -0.22 0.02 0.05
H -8.8651 1.5546 3.2417 0.05 -0.32 0.04
H -9.1786 -0.1939 2.8865 0.58 0.80 -0.04
H -8.6468 0.9184 1.6452 0.66 0.15 -1.10
H -5.2675 1.1253 3.1875 1.38 -0.42 0.50
H -6.4959 2.0894 4.0648 0.12 -0.24 0.04
H -6.3333 2.1678 2.3204 -0.23 -0.49 0.25
H -7.3101 -1.4118 1.8942 -0.74 -0.01 -0.19
H -5.8234 -1.2101 2.7049 0.84 -0.55 0.82
H -5.5152 -0.8273 0.3395 0.11 -0.56 0.00
H -4.9671 0.4736 1.3241 0.45 0.19 0.24
H -6.1569 1.5463 0.0663 1.23 2.03 -0.77
B -4.1343 3.6616 0.4884 0.07 0.87 0.46
F -3.4441 3.7514 1.6914 0.00 -0.76 0.80
F -5.5119 3.9816 0.7079 0.30 -0.51 -0.39
F -3.5279 4.6365 -0.3057 -0.35 -0.17 -0.99
F -4.0386 2.3497 -0.0630 -0.39 0.41 0.00
B 3.2419 1.7535 3.2876 1.39 0.38 -0.37
F 3.4524 2.7827 4.2473 0.09 -0.21 -0.21
F 2.8595 0.5967 3.9722 -0.18 -0.66 0.42
F 2.2840 2.1507 2.3918 -0.76 0.22 -0.45
F 4.4486 1.4624 2.5594 -0.38 0.19 0.65
B -2.5798 -1.4439 2.9123 0.07 0.84 0.25
F -2.8290 -1.3309 4.2561 -0.19 -0.09 1.74
F -2.9528 -2.7053 2.4932 -0.20 -0.16 -0.76
F -3.3219 -0.3619 2.3432 0.01 -0.47 -0.73
F -1.2123 -1.2064 2.6969 0.30 -0.09 -0.44
B 0.7665 -4.2575 -2.5263 -0.95 -0.21 1.01
F 0.3158 -4.2031 -1.1282 0.04 -0.41 -0.66
F 2.0491 -3.8909 -2.5624 2.31 0.22 0.16
F 0.6067 -5.5801 -2.9899 -0.34 0.00 0.02
F 0.0508 -3.3433 -3.2605 -1.14 0.27 -0.58
B 1.9855 3.2457 -2.3266 1.50 -1.81 0.33
F 1.7049 2.8996 -0.9704 0.09 -0.15 -0.38
F 1.3982 2.3365 -3.1862 -0.83 -0.58 -0.29
F 1.5719 4.5027 -2.5793 0.01 1.39 -0.18
F 3.4310 3.0243 -2.5575 -0.71 0.78 0.52